(1)
{
  "formula": "C40H48BrIN2P2Zr",
  "method": "ωB97M-V/def2-TZVPD",
  "species": ["Zr", "C", "C", "C", "P", "C", "C", "C", "C", "C", "C", "C", "C", "C", "N", "C", "C", "C", "C", "C", "C", "P", "C", "C", "C", "C", "C", "C", "H", "H", "H", "H", "H", "H", "H", "H", "H", "H", "H", "H", "H", "H", "H", "H", "H", "H", "H", "H", "H", "H", "H", "H", "H", "H", "H", "H", "H", "H", "H", "H", "H", "H", "H", "H", "C", "C", "C", "C", "C", "Br", "N", "C", "H", "H", "H", "H", "H", "H", "I", "C", "C", "C", "C", "C", "C", "C", "C", "C", "C", "H", "H", "H", "H", "H", "H"],
  "coordinates": [[-0.74824, 0.23049, 0.76818], [-1.33201, -1.27861, -3.36258], [-1.17271, 0.24088, -3.31418], [-2.52464, 0.95673, -3.25552], [-0.07298, 0.74552, -1.90907], [0.45442, 2.42095, -2.56270], [1.39560, 2.42049, -3.77228], [0.12188, 3.60561, -0.18782], [1.27665, -0.46600, -1.83737], [2.49818, -0.38646, -2.50400], [3.54420, -1.23308, -2.18359], [3.37875, -2.15081, -1.15218], [2.16143, -2.26526, -0.50745], [1.06741, -1.46909, -0.86909], [-0.20837, -1.62612, -0.26083], [-0.60826, -2.94474, 0.07072], [-0.17016, -4.06144, -0.65058], [-0.55202, -5.33941, -0.28603], [-1.39381, -5.55562, 0.80076], [-1.89537, -4.45914, 1.47560], [-1.52481, -3.16345, 1.11237], [-2.36207, -1.68541, 1.70339], [-4.02769, -1.76446, 0.89858], [-4.84540, -3.02499, 1.17554], [-3.83139, -1.64144, -0.61260], [-2.51846, -1.59010, 3.54980], [-3.85027, -2.03140, 4.14981], [-1.34454, -2.29462, 4.22891], [-2.02135, -1.54070, -4.16601], [-1.73066, -1.66833, -2.42764], [-0.38266, -1.77467, -3.55977], [-0.65634, 0.55458, -4.22657], [-3.09748, 0.66548, -2.37743], [-3.10765, 0.69791, -4.13977], [-2.43759, 2.04491, -3.23880], [-0.53522, 2.67534, -2.96065], [2.43525, 2.29115, -3.47918], [1.31871, 3.36580, -4.31282], [1.13914, 1.63313, -4.47797], [0.55966, 4.37524, 0.44960], [0.21729, 2.65865, 0.34301], [-0.94579, 3.80620, -0.26825], [2.64090, 0.34233, -3.28666], [4.47996, -1.17101, -2.72147], [4.19994, -2.79225, -0.86002], [2.02733, -3.01417, 0.26221], [0.48286, -3.92799, -1.50248], [-0.18942, -6.18206, -0.86005], [-1.67587, -6.55758, 1.09079], [-2.59788, -4.60376, 2.28738], [-4.55055, -0.87563, 1.26525], [-4.36938, -3.89892, 0.73130], [-5.81991, -2.90933, 0.69790], [-5.01933, -3.22027, 2.22834], [-3.29973, -2.51395, -0.99855], [-3.28131, -0.74104, -0.87727], [-4.80166, -1.59882, -1.10964], [-2.41819, -0.51204, 3.72275], [-3.97815, -3.11248, 4.09928], [-4.70470, -1.55044, 3.67726], [-3.85776, -1.75199, 5.20449], [-1.39073, -3.37325, 4.07909], [-1.38422, -2.10381, 5.30243], [-0.38206, -1.94536, 3.86007], [3.26988, -1.02801, 4.90237], [2.15937, -0.35323, 4.14888], [1.51633, 0.79539, 4.64209], [0.49645, 1.40932, 3.94100], [0.10337, 0.86229, 2.72119], [-2.91177, 1.64904, 0.71441], [0.71680, -0.24757, 2.28500], [1.71626, -0.85541, 2.94077], [3.53891, -0.46368, 5.79257], [4.15971, -1.13093, 4.28110], [2.96975, -2.02898, 5.21459], [1.83738, 1.20343, 5.59350], [0.01187, 2.29533, 4.32857], [2.14353, -1.74603, 2.49408], [2.75275, 1.51834, 0.51006], [3.22064, 3.09807, -0.77954], [4.59619, 3.34582, -0.84093], [5.13105, 4.38593, -1.59155], [4.26641, 5.20328, -2.26974], [2.87693, 4.96319, -2.22299], [2.05848, 5.88341, -2.89229], [0.66186, 5.80583, -2.89856], [0.09348, 4.75018, -2.27334], [0.80610, 3.63757, -1.57846], [2.30963, 3.87264, -1.49001], [5.26493, 2.70697, -0.27996], [6.19901, 4.54763, -1.61824], [4.63136, 6.04589, -2.84279], [2.54521, 6.69972, -3.41575], [0.06476, 6.55736, -3.39453], [-0.98745, 4.65731, -2.27746]],
  "mulliken_charge": [-1.5987, -1.6605, 0.1742, -1.1521, 2.0052, -0.4823, -2.2600, -1.7179, 0.2118, -0.6892, -1.0374, -1.2043, -0.1541, 0.0953, 1.3163, -0.2381, -0.4107, -0.9106, -1.0628, -0.6875, -0.0603, 1.0494, 0.6095, -1.6914, -1.2877, 0.8686, -1.7546, -1.3013, 0.5822, 0.1533, 0.3400, 0.6159, 0.1448, 0.4901, 0.2322, 0.4040, 0.4903, 0.4037, 0.4812, 0.4144, 0.1239, 0.4613, 0.4458, 0.5073, 0.4751, 0.6726, 0.5567, 0.4426, 0.4681, 0.5410, 0.8775, 0.3984, 0.5015, 0.3225, 0.1505, -0.3451, 0.6981, 0.2406, 0.3099, 0.4397, 0.4910, 0.2907, 0.4652, 0.1207, -1.3656, 0.8428, -0.5420, -0.9673, 0.5285, -0.5034, 0.9557, -0.7846, 0.4082, 0.3252, 0.3230, 0.4474, 0.6060, 0.3792, 0.4434, 0.8651, -0.6840, -1.0138, -0.8998, 1.1252, -0.4823, -1.4490, -0.7764, 2.8496, -0.8612, 0.4514, 0.4461, 0.4571, 0.4712, 0.4980, 0.5299],
  "lumo_energy_ev": -7.8,
  "charge": 2
}

(2)
{
  "formula": "C40H49BCl3N9S4Tc",
  "method": "ωB97M-V/def2-TZVPD",
  "species": ["Tc", "C", "C", "C", "C", "N", "N", "B", "N", "N", "C", "C", "C", "C", "C", "S", "C", "C", "C", "C", "N", "N", "C", "C", "C", "C", "C", "S", "C", "C", "C", "C", "C", "S", "C", "C", "C", "C", "H", "H", "H", "H", "H", "H", "H", "H", "H", "H", "H", "H", "H", "H", "H", "H", "H", "H", "H", "H", "H", "H", "H", "H", "H", "H", "H", "H", "H", "H", "H", "H", "H", "H", "H", "H", "H", "H", "H", "Cl", "C", "Cl", "Cl", "C", "N", "C", "H", "H", "S", "C", "C", "C", "N", "C", "C", "C", "C", "C", "N", "C", "C", "H", "H", "H", "H", "H", "H", "H", "H"],
  "coordinates": [[-0.28346, -1.31451, -1.51018], [-1.99125, -5.22835, 1.81091], [-1.55429, -3.84369, 2.15780], [-1.77812, -3.24639, 3.36419], [-1.35702, -1.91392, 3.62205], [-0.70368, -1.23065, 2.71678], [-0.46519, -1.83231, 1.55251], [0.42693, -1.14296, 0.49594], [0.05248, 0.08294, -0.07624], [-0.46916, 2.24043, 0.60773], [-1.03288, 3.22965, 0.00075], [-0.50598, 3.66724, -1.26974], [0.55962, 3.08370, -1.85735], [1.07927, 3.56997, -3.16762], [1.26218, 2.00053, -1.15348], [2.71324, 1.46112, -1.60010], [-2.25874, 3.88697, 0.59404], [-3.42340, 3.62689, -0.37936], [-2.61267, 3.31048, 1.96493], [-1.99872, 5.39589, 0.72427], [1.89982, -1.57779, 0.68227], [2.30280, -1.68276, 1.94788], [3.54516, -2.02607, 2.18782], [4.44145, -2.26321, 1.12209], [4.02535, -2.16460, -0.17630], [4.92543, -2.41738, -1.34112], [2.66508, -1.82389, -0.38191], [1.97848, -1.67704, -1.96350], [3.91100, -2.14776, 3.66088], [5.37562, -2.53940, 3.84938], [3.64995, -0.79643, 4.33963], [3.01050, -3.22032, 4.28992], [-0.87384, -3.04551, 1.20313], [-0.50438, -3.48181, -0.42740], [-1.63134, -1.25107, 4.96093], [-0.88766, -2.03874, 6.05007], [-3.14022, -1.27741, 5.24080], [-1.14429, 0.19664, 4.96543], [-2.47978, -5.70900, 2.65533], [-1.13580, -5.83307, 1.50550], [-2.68067, -5.20691, 0.96461], [-2.29971, -3.79344, 4.13926], [-0.99874, 4.49696, -1.75511], [0.39533, 4.28847, -3.61504], [1.23546, 2.73504, -3.85046], [2.05273, 4.04318, -3.02964], [-3.62137, 2.55620, -0.47996], [-3.23449, 4.04381, -1.36855], [-4.32430, 4.09863, 0.01301], [-2.86654, 2.24721, 1.91353], [-3.49218, 3.82646, 2.34739], [-1.81068, 3.45754, 2.69199], [-1.79923, 5.86859, -0.23665], [-1.15740, 5.59624, 1.38890], [-2.88379, 5.87046, 1.14731], [5.46514, -2.53854, 1.33282], [5.92596, -2.68205, -1.00771], [4.98680, -1.53121, -1.97540], [4.53196, -3.22558, -1.95962], [6.05515, -1.79206, 3.43486], [5.60117, -3.50836, 3.39975], [5.58992, -2.61769, 4.91488], [4.26990, -0.00986, 3.90455], [3.89141, -0.86682, 5.40077], [2.60259, -0.50989, 4.23920], [3.16936, -4.19413, 3.82240], [1.95869, -2.95182, 4.18233], [3.23944, -3.31470, 5.35213], [-1.21798, -3.07733, 6.10329], [-1.07453, -1.58360, 7.02316], [0.18923, -2.02969, 5.87237], [-3.53893, -2.29204, 5.27210], [-3.68846, -0.71697, 4.48043], [-3.34087, -0.81644, 6.20807], [-0.07467, 0.25984, 4.76621], [-1.34107, 0.63645, 5.94332], [-1.66711, 0.79088, 4.21262], [-5.33376, -2.94395, -0.01462], [-4.79170, -1.26996, -0.00949], [-5.84948, -0.24883, -0.98126], [-4.67319, -0.65208, 1.64983], [-3.44192, -1.22263, -0.57915], [-2.38693, -1.15386, -1.01488], [0.61681, 1.37981, 0.06928], [-0.87829, 1.88385, 1.46475], [1.38195, 1.36019, 0.85181], [-1.55633, 2.60441, -6.79940], [-1.09966, 1.62769, -5.43065], [-0.03101, 0.73229, -5.39564], [0.22685, 0.03744, -4.23367], [-0.50964, 0.15159, -3.11476], [-1.54168, 1.01268, -3.15707], [-1.86424, 1.75738, -4.26419], [-0.38706, 2.08515, -8.03598], [-0.68117, 1.01921, -8.87199], [0.26595, 0.66100, -9.82343], [1.42654, 1.29087, -9.97454], [1.68332, 2.32426, -9.17921], [0.81112, 2.76455, -8.19162], [0.60407, 0.57710, -6.25588], [1.06626, -0.64409, -4.19125], [-2.13089, 1.09456, -2.25277], [-2.71328, 2.42798, -4.22964], [-1.61826, 0.48501, -8.79371], [0.07679, -0.16769, -10.49558], [2.63020, 2.82751, -9.33580], [1.05860, 3.61532, -7.57127]],
  "mulliken_charge": [-1.0527, -1.7174, 0.0188, -0.4312, 0.1027, -0.6910, 1.0085, 0.9927, 0.5276, 0.1030, 0.6532, -0.8329, 0.3227, -1.8996, 0.3880, -0.0524, 2.1893, -1.5799, -2.1086, -1.6974, 0.8153, -0.6905, -0.5141, -0.3562, 0.4673, -1.8205, 0.5871, -0.3864, 2.5020, -2.2713, -1.5282, -1.4482, 0.7590, -0.3810, 2.0730, -1.5878, -1.5245, -1.7103, 0.4420, 0.3786, 0.3431, 0.4749, 0.3915, 0.3935, 0.3790, 0.4317, 0.2650, 0.3500, 0.5083, 0.2984, 0.5721, 0.4293, 0.3227, 0.4221, 0.4687, 0.6239, 0.4052, 0.3550, 0.3876, 0.4690, 0.4515, 0.4073, 0.3890, 0.4533, 0.1460, 0.3726, 0.1088, 0.4564, 0.3714, 0.4890, 0.2520, 0.2992, 0.2068, 0.4877, 0.1252, 0.5041, 0.2464, -0.0644, 0.7188, -0.0648, -0.0578, -0.4922, 0.0142, -0.8224, -0.1343, 0.4747, -0.1809, 1.4448, -0.7631, -0.8881, 0.5601, -0.4969, -1.3974, 0.0327, -0.0088, -0.3574, -0.5567, -0.3592, -0.0284, 0.4116, 0.3366, 0.4440, 0.5237, 0.4222, 0.3807, 0.3794, 0.4229],
  "lumo_energy_ev": [-6.5, -6.5],
  "spin_multiplicity": 2,
  "s_squared": 0.76,
  "charge": 2
}

Quick rundown of energy above the lowest of the compared OMol25 structures with the same formula, charge and spin, same order as above: 29.4 0.0 kcal/mol
Quick rundown of E_tot, same order as above: -5263.589692 -5125.031293 Ha
Quick rundown of F_max, same order as above: 0.508 0.257 eV Å⁻¹